Molecular formula: C3H3NO3
Method: DFT, ωB97M-V/def2-TZVPD

Element x y z (Å)
O  0.197756  -1.203136  -0.156740
N  0.822627  0.989829  -0.052833
C  -0.569918  0.940792  -0.074625
O  2.418792  -0.823443  0.084118
H  -2.792908  -0.145700  0.292730
C  -0.853989  -0.366487  -0.018792
O  -2.098343  -0.917632  -0.003873
H  -1.272510  1.809122  0.057343
C  1.148621  -0.253953  -0.125549
H  2.999874  -0.029393  -0.001778

Atomic forces in eV per Å
-0.56 1.57 0.51
1.03 -0.78 -0.46
-0.29 0.27 0.88
-1.49 2.26 -0.99
2.79 -2.92 -1.15
-4.20 0.20 -0.76
-2.02 2.01 1.14
1.14 -1.12 -0.33
3.86 -0.57 0.97
-0.26 -0.93 0.19

Summary:
LUMO level ... 0.425 eV
Maximum force ... 4.3 eV Å⁻¹
E_tot ... -396.546539 Ha

Molecular formula: C12H50N18O13
Method: DFT, ωB97M-V/def2-TZVPD

Element x y z (Å)
O  3.327972  2.753530  -4.390249
O  5.727132  4.217090  4.862591
H  -6.111938  3.198420  3.912411
H  0.199912  -0.940930  -0.399859
H  7.584612  -5.611220  -5.797489
C  -1.502178  -8.175320  -3.029339
N  4.672982  -5.559030  4.157821
H  -1.121248  8.183310  6.510111
N  -2.589118  -0.144180  -5.811539
H  5.579902  4.129130  7.792651
O  1.553342  -2.528090  6.797131
C  5.277562  2.797520  -5.612089
N  -8.397368  0.946500  -3.808209
N  4.238712  4.796540  6.250061
H  -1.669308  -6.738240  -4.412849
O  -8.639768  3.400090  4.857751
C  -2.830638  7.263500  6.684031
N  -4.022918  7.509950  7.171691
O  4.711462  -7.791980  4.157391
O  -9.023808  3.054940  -4.188979
H  -4.265188  8.486780  7.256621
C  -8.154048  2.834910  3.872211
N  -0.031988  0.640710  2.140771
H  0.633352  0.226710  2.777971
H  -1.540728  -2.309130  -7.506559
N  -2.084078  8.328090  6.778631
H  3.183132  -7.590050  2.428391
H  3.739302  1.908200  -4.195759
H  -1.086388  -8.273880  -4.992439
H  3.739052  4.684230  -7.092179
H  3.702092  5.171160  -5.340099
H  5.439132  1.770170  -5.285689
H  3.542102  5.114420  5.591431
H  2.198412  -2.350630  7.481681
H  5.637412  3.515220  -4.874839
H  -2.099688  -7.305850  -1.317529
H  3.896172  4.719010  7.197031
N  -1.271158  -7.646740  -4.222589
H  7.026462  -0.818740  0.888971
H  -10.745508  1.757650  -5.528859
H  -0.612548  1.418180  2.421111
H  -9.671548  0.369310  -5.303669
C  5.637272  -5.590230  -5.529089
H  1.736212  -3.426520  6.522151
O  5.278852  -5.715630  -6.706059
H  -3.280868  0.307220  -6.392769
O  -2.464798  6.258350  6.120071
C  4.423842  -6.738790  3.715521
N  5.997262  3.903080  6.901121
O  -1.941688  0.843100  8.576711
H  7.045142  -5.425830  -4.093359
N  3.717082  -6.766560  2.666861
O  -1.606128  -9.319130  -2.730139
O  6.163592  -0.513850  1.169551
H  3.824502  -5.523940  -4.632529
H  5.711132  3.042860  -6.581589
N  -6.908898  2.687750  3.560031
C  3.385842  4.445150  -6.089099
H  4.322332  -4.793580  3.599951
H  -2.527868  0.057540  -4.823789
H  -8.537158  -0.019560  -4.067609
H  2.297972  4.508510  -6.064319
C  3.787152  3.038920  -5.636799
H  -1.849498  1.564780  7.954701
H  -2.557198  -0.863830  -8.025099
H  -4.564248  6.675890  7.348921
H  6.963172  3.831610  6.614771
H  -2.361328  9.275740  6.991231
H  -1.323088  0.180600  8.269051
C  -1.847678  -1.087920  -6.165849
H  -6.805618  2.440310  2.586271
N  4.832532  -5.511990  -4.570679
N  0.520042  -0.640430  0.509701
O  -0.976218  -1.596420  -5.441319
C  -0.418918  0.148720  0.982661
H  -9.967288  2.501500  3.144461
O  -1.561728  0.229770  0.508351
H  5.176872  -5.467880  5.028391
N  -1.631878  -7.219770  -2.208509
H  3.399512  2.268330  -6.303159
H  -7.486168  1.217290  -3.466909
H  5.191042  -5.456120  -3.628099
H  1.445652  -0.375300  0.814731
N  -10.004198  1.283720  -5.032919
N  -8.984118  2.342300  2.976781
N  6.890762  -5.411030  -5.091379
C  5.313812  4.264140  5.925651
H  -1.276168  -6.376030  -2.634759
C  -9.162938  1.887370  -4.307719
H  3.168642  -5.918440  2.666931
H  -8.564778  2.234120  2.064331
H  6.317042  0.372330  1.497241
N  -2.075818  -1.463440  -7.370239

Atomic forces in eV per Å
-1.20 -0.10 2.24
3.02 -0.59 -9.51
-0.67 0.07 0.48
1.24 -0.46 -0.28
0.32 0.06 0.66
-0.40 -2.15 -1.09
1.30 4.08 2.06
-0.23 0.35 -0.19
-3.76 5.64 3.76
1.52 -0.32 0.35
-0.14 0.19 -0.12
-0.10 1.16 -0.17
4.11 -2.14 2.90
-9.17 3.78 2.27
0.16 -0.45 -0.40
1.03 -0.25 0.33
-0.16 -0.57 -1.36
-2.59 -0.71 0.93
2.67 -3.82 3.53
0.31 3.58 0.99
-0.76 -0.77 0.52
-3.42 2.60 3.58
-0.53 2.99 2.68
-0.22 0.19 -0.40
-0.20 0.22 -1.47
4.15 2.99 -0.20
0.45 0.01 0.29
-0.29 -0.12 0.60
-0.18 0.26 0.08
0.10 0.00 0.17
0.41 0.10 -0.16
0.46 0.02 -0.21
0.44 -0.26 -0.10
0.15 0.08 0.20
0.55 -0.21 0.11
0.43 0.16 -0.26
-0.11 0.17 -0.31
0.99 0.06 -3.96
0.20 -0.10 -0.08
0.34 -0.17 0.01
0.24 -0.29 0.72
-1.27 0.32 -0.63
1.36 0.07 -5.20
-0.02 -0.26 -0.07
0.82 -0.11 0.44
0.15 -0.25 0.39
0.39 -1.58 0.22
0.63 -2.70 1.27
4.32 -2.85 6.35
-0.10 0.00 0.20
0.67 -0.12 -0.59
-4.90 2.07 -6.30
-0.07 -3.46 0.05
-0.22 -0.17 -0.01
0.39 -0.11 -0.52
0.28 -0.40 0.04
4.43 -0.57 -1.79
-0.53 -0.64 0.71
0.62 0.29 0.75
-0.23 0.59 -0.25
0.35 0.35 0.47
-0.10 -0.03 -0.25
0.92 0.01 -2.39
-0.04 0.23 -0.15
0.32 -0.82 -0.21
-0.73 0.79 -0.11
0.13 -0.25 1.22
-0.07 -0.52 0.18
0.14 -0.23 -0.07
4.05 -2.59 1.84
0.67 -0.17 0.27
-5.25 0.22 6.14
0.83 -1.36 -1.75
-0.56 -0.21 -0.11
-2.91 -1.24 -0.03
0.33 0.01 -0.41
1.21 0.70 0.09
-0.12 0.36 -0.40
-0.44 5.05 4.10
-0.50 0.20 -0.69
-0.21 -0.20 0.07
-0.38 0.04 -0.18
0.14 -0.52 -1.05
-5.47 -2.70 -4.43
-1.20 -1.41 -2.29
2.06 -0.06 -0.76
-0.16 0.30 -0.27
-0.49 0.57 1.49
1.85 0.95 0.63
-0.64 -0.25 -1.20
-1.15 -0.27 -0.18
0.00 0.27 0.11
0.25 -2.59 -3.94

Summary:
LUMO level ... -0.145 eV
Maximum force ... 10.2 eV Å⁻¹
E_tot ... -2450.963411 Ha

Molecular formula: C13H20I2N3O8P2Pm
Method: DFT, ωB97M-V/def2-TZVPD

Element x y z (Å)
H  0.046701  -3.959810  -0.092402
O  -1.569035  -2.620055  2.781029
H  -1.520062  4.568492  -2.883414
O  1.413428  1.415148  0.447596
H  1.847870  3.326674  -1.460185
C  -0.839159  -3.826556  -0.728138
H  0.010103  3.860679  0.649508
O  2.763424  0.401822  6.522168
C  0.622695  -1.316788  4.216092
C  1.045052  -3.509301  -2.756822
N  2.080056  1.490429  1.582560
I  -3.467965  0.265250  -4.028674
H  -1.683571  2.920529  -3.602360
C  -1.772819  1.290419  0.647687
C  2.008563  0.375552  2.451339
H  0.766198  -4.469679  -3.213763
O  -1.095888  -1.293486  1.085095
O  1.543721  -1.234364  0.720698
H  -1.461154  -2.581683  -4.266208
H  1.261549  2.949872  -3.112016
C  2.189157  0.518520  3.831168
N  1.920143  -0.414786  6.100895
H  -2.667495  -2.775278  -2.983224
C  1.583667  -0.409092  4.692398
H  1.506311  -2.865158  -3.516379
C  -1.681407  -3.114562  -3.329702
H  2.731830  1.379155  4.212577
P  -0.535061  2.827480  -1.475051
H  1.765997  -3.683896  -1.947577
H  -1.137439  -4.796409  -1.150740
C  1.031275  3.480863  -2.179316
P  -0.428090  -2.641986  -2.076651
H  -1.650600  -3.422294  -0.109543
N  -0.791818  -1.838301  2.245777
H  0.006917  -1.894001  4.898641
O  -2.423442  1.781464  1.460493
O  1.354086  -1.244511  6.844805
C  -1.734594  3.510050  -2.678380
H  -2.745760  3.404518  -2.271472
H  -1.714472  4.103405  0.246244
C  1.389048  -0.822138  1.943799
H  -1.687556  -4.203790  -3.494509
C  -0.696090  4.091777  -0.158598
Pm  0.064079  -0.143928  -0.510063
I  -1.155200  0.359342  -5.333777
O  2.612452  2.548398  1.900716
H  -0.458661  5.083945  -0.572666
H  0.915596  4.556955  -2.385037
C  0.437415  -1.428890  2.835388

Atomic forces in eV per Å
-0.21 -0.03 -0.11
2.00 2.11 -1.20
-0.01 -0.35 0.12
1.35 0.60 1.99
-0.17 0.11 -0.27
-0.13 0.29 0.32
-0.15 0.20 -0.09
-1.64 -1.39 -1.58
0.04 0.22 -0.12
0.26 0.54 -0.03
0.75 2.56 -0.80
0.05 0.00 0.07
-0.04 0.30 0.13
-2.60 1.40 3.47
-0.45 -0.92 0.58
0.00 0.32 0.21
0.20 -0.87 2.27
-0.23 0.58 1.43
-0.09 -0.29 0.20
0.08 0.22 0.16
-0.32 -0.05 0.16
0.65 0.10 3.79
0.19 -0.23 -0.18
0.13 -0.34 -1.19
0.03 -0.31 0.09
-0.30 0.74 -0.03
-0.04 -0.15 0.16
0.49 1.42 -0.65
-0.09 0.04 -0.26
0.13 0.30 0.12
0.22 -0.44 -0.14
0.09 -1.83 -0.43
0.09 -0.31 -0.17
-2.06 -1.95 -0.38
0.02 0.16 0.12
2.10 -1.43 -2.92
0.82 1.47 -2.14
-0.23 -0.58 -0.09
0.10 0.11 -0.13
0.22 0.11 -0.02
-0.31 0.11 -1.17
0.12 0.44 0.15
-0.14 -0.26 0.49
-0.59 0.12 -1.63
0.04 0.01 0.10
-1.19 -2.77 -0.70
-0.11 -0.40 0.12
0.05 -0.43 0.05
0.85 0.76 0.16

Summary:
Charge ... +2
LUMO level (spin up / spin down) ... -8.637 / -8.618 eV
Expectation value of S² ... 6.005
2S+1 ... 5
Maximum force ... 4.6 eV Å⁻¹
E_tot ... -3159.239207 Ha